14
Properties=species:S:1:pos:R:3:forces:R:3:lowdin_charge:R:1 method="wB97M-V/def2-TZVPD" relative_energy_ev=2.461 gap_ev=10.6 smiles=CO[C@H]1C[C@H]1O
C 1.64372 -0.57658 -1.04980 0.259 -0.102 -0.036 -0.0977
O 0.44555 0.17158 -1.03995 -0.070 0.044 -0.002 -0.1387
C -0.49656 -0.39248 -0.18708 -0.100 -0.130 0.009 -0.3064
C -0.41405 0.04131 1.26345 0.063 0.015 0.185 -0.0356
C -1.52735 0.53013 0.37860 -0.187 -0.264 0.080 -0.3136
O -1.65318 1.85794 -0.00988 0.224 0.133 0.039 0.0084
H 1.52910 -1.50143 -1.63430 -0.014 0.133 0.102 0.0905
H 1.95460 -0.84546 -0.02992 -0.039 0.092 -0.135 0.0912
H 2.41895 0.04029 -1.51027 -0.127 -0.086 0.032 0.0897
H -0.77951 -1.42077 -0.42598 0.032 0.185 0.025 0.1509
H 0.39014 0.75379 1.44358 -0.145 -0.095 0.019 0.1169
H -0.61500 -0.63974 2.08478 -0.010 0.066 -0.154 0.1011
H -2.51299 0.10344 0.54207 0.169 0.033 -0.021 0.1472
H -0.78292 2.27065 0.03303 -0.058 -0.022 -0.144 0.0961